No. 1
The molecule C22H18N2O3, computed with ωB97M-V/def2-TZVPD.

The SMILES is CCOc1ccccc1Oc1nc(-c2ccccc2O)nc2ccccc12. The total energy is -1184.41481 Eh. The spin multiplicity is 1. The value obtained for the relative energy (zero: lowest compared OMol25 entry of this formula, charge and spin) is 35.3 kcal per mole. The value obtained for the frontier orbital gap is 8.122 eV. The lowest unoccupied orbital energy comes out at 0.0 eV. Its highest occupied orbital energy is -8.0990 eV.

Cartesian coordinates (Å):
H 0.15 -4.26 2.41
C 2.88 -3.75 3.34
H -1.71 0.25 1.73
O 0.91 0.05 1.28
H -2.48 -0.45 -0.98
C -1.31 -0.74 1.88
C 3.18 3.97 -0.84
C -1.98 1.22 -2.21
C -3.98 -0.12 -2.48
C 2.73 2.13 0.64
H -2.22 -3.85 2.79
C -4.36 0.68 -3.55
H 3.83 4.78 -1.13
C 0.61 0.84 0.25
O -1.65 3.06 -3.73
C 3.54 3.16 0.25
C -2.37 2.02 -3.29
C 1.54 1.88 -0.06
H -3.85 2.36 -4.78
H 1.95 -3.82 3.90
H 3.45 -2.90 3.72
C -2.13 -1.78 2.29
C 2.02 3.75 -1.54
H 4.46 3.36 0.77
N -0.48 0.65 -0.43
H -3.18 -1.60 2.46
H 2.06 -4.41 1.43
H -0.84 3.12 -3.16
H -5.28 0.47 -4.08
O 1.92 -2.34 1.57
C 0.03 -0.96 1.65
C -0.75 1.47 -1.47
N 0.03 2.47 -1.85
H 3.55 -3.45 1.31
C -1.59 -3.03 2.48
C 1.17 2.69 -1.16
C -0.24 -3.27 2.26
H -4.60 -0.94 -2.17
C 2.60 -3.55 1.85
H 2.98 1.49 1.47
C 0.59 -2.24 1.85
H 1.74 4.36 -2.38
H 3.45 -4.66 3.48
C -3.57 1.73 -3.95
C -2.80 0.15 -1.82

Results of the natural (NBO) charge analysis, in e, for atoms 1 through 6: atom 1 (H): 0.218, atom 2 (C): -0.639, atom 3 (H): 0.233, atom 4 (O): -0.469, atom 5 (H): 0.235, atom 6 (C): -0.224

No. 2
An isolated ion of composition C19H23N2O2 and charge +1, computed with ωB97M-V/def2-TZVPD.

Its total charge is +1. The SMILES is COc1ccc(C[NH2+]CCc2c[nH]c3ccccc23)cc1OC. The total energy is -997.56642 Eh. The spin multiplicity is 1. The value obtained for the relative energy (zero: lowest compared OMol25 entry of this formula, charge and spin) is 25.8 kcal per mole. The value obtained for the frontier orbital gap is 8.690 eV. The lowest unoccupied orbital energy comes out at -2.2 eV. Its highest occupied orbital energy is -10.9279 eV.

Cartesian coordinates (Å):
H -0.91 0.00 2.50
H 5.53 1.17 -1.07
C 1.45 -2.30 0.64
C 3.67 -1.45 -0.74
N 1.04 1.85 -0.14
C -3.38 -0.44 0.22
C -1.48 0.17 1.61
N 4.73 -0.78 -1.28
C 2.10 -3.16 -0.25
H 2.98 1.76 1.77
H 2.65 2.86 -1.07
H -0.24 3.13 0.93
C 0.05 2.07 0.95
C 4.76 0.48 -0.78
C -2.59 -0.62 1.35
H -2.83 -1.40 2.05
H -4.84 -0.69 -2.40
H 5.41 -1.18 -1.91
H -5.68 0.53 -1.42
C -1.15 1.19 0.73
C 3.34 1.96 0.76
C -4.93 0.38 -2.19
H -1.74 2.20 -1.09
H 1.73 -4.16 -0.38
C 3.22 -2.75 -0.94
H -5.74 -2.66 0.40
H 3.74 -3.42 -1.61
H 4.21 2.60 0.84
O -4.46 -1.21 -0.07
C -3.05 0.60 -0.68
O -3.68 0.94 -1.82
H 0.55 2.00 -1.03
C 1.88 -1.02 0.85
C 2.27 2.68 -0.06
H -4.08 -2.99 0.95
C -4.85 -2.22 0.84
H 0.52 1.86 1.91
H -5.10 -1.80 1.82
C 3.00 -0.56 0.13
C -1.94 1.39 -0.39
H 1.41 -0.40 1.60
H -5.22 0.91 -3.09
H 0.59 -2.67 1.19
C 3.72 0.68 0.08
H 2.01 3.65 0.39
H 1.34 0.85 -0.11

Results of the natural (NBO) charge analysis, in e, for atoms 1 through 6: atom 1 (H): 0.216, atom 2 (H): 0.224, atom 3 (C): -0.195, atom 4 (C): 0.128, atom 5 (N): -0.546, atom 6 (C): 0.318

No. 3
A 7-piece molecular cluster, C26H38N4O9 overall at a distorted geometry, computed with ωB97M-V/def2-TZVPD.

The SMILES is O=C1OCCO1.O=C1OCCO1.O=C1OCCO1.c1ccncc1.CCCC#N.CCCC#N.CCCC#N. The total energy is -1909.72863 Eh. The spin multiplicity is 1. The value obtained for the relative energy (zero: lowest compared OMol25 entry of this formula, charge and spin) is 0.0 kcal per mole. The value obtained for the frontier orbital gap is 10.052 eV. The lowest unoccupied orbital energy comes out at 0.2 eV. Its highest occupied orbital energy is -9.8449 eV.

Cartesian coordinates (Å):
H -2.48 -1.70 -2.69
H -1.53 2.82 -2.59
O -2.50 2.26 2.89
H -1.59 -3.74 -1.95
H -2.01 -1.09 5.05
C 1.23 -3.53 4.63
H -0.43 0.81 -3.33
H 1.08 -2.66 -0.93
O 2.31 2.65 2.47
H 3.38 1.57 -1.43
H -4.36 1.32 0.94
H 4.18 0.23 0.54
N 2.57 4.18 -1.63
H -0.23 2.44 -1.43
H -1.22 -1.61 -4.97
C 3.98 -0.24 -0.41
H 2.12 -1.79 3.96
O 1.98 0.43 2.36
N 1.34 -4.55 5.14
C -0.16 -3.35 -3.42
H 4.39 -2.21 0.28
H -0.42 4.92 -2.10
H -3.53 -2.86 -3.42
C -2.26 -1.92 -4.86
C -0.45 2.77 -2.45
H -1.45 -2.75 4.98
C 3.82 -2.20 -1.80
H 1.78 -1.68 0.42
C 4.07 -1.62 -0.56
H -2.10 0.67 1.64
C -2.51 -2.47 -3.45
N 0.93 -3.16 -3.71
H 1.49 4.44 2.94
C 0.11 -1.28 4.58
C 1.51 4.19 -2.09
H -0.56 3.63 2.12
H -2.89 -1.05 -5.01
H 1.16 1.46 -3.17
O -4.72 2.20 2.76
H -2.71 0.23 3.26
C 0.91 -1.89 -0.19
H 0.22 -0.28 4.17
O -2.32 -1.80 0.98
C 3.61 0.51 -1.51
O -1.02 -0.61 -0.39
C 0.34 -0.60 -0.80
H 3.94 -3.26 -1.94
C 0.15 4.16 -2.63
H 3.25 -1.71 -3.83
H -1.82 -4.55 -3.53
C -4.27 1.06 2.00
H 0.13 3.47 0.45
H -1.67 -1.85 3.49
C 0.27 3.28 1.51
H 0.93 -2.46 2.92
C -3.65 2.95 3.11
H 0.85 0.28 -0.42
C 1.60 1.54 2.19
C -1.34 -1.77 4.53
C -1.56 -3.61 -3.03
C 1.12 -2.23 3.97
H 0.11 2.09 -4.46
C -2.81 0.93 2.42
H 0.44 -0.68 -1.88
O 0.40 1.86 1.64
N 3.37 -0.02 -2.71
H 0.35 -1.20 5.64
O -3.69 4.05 3.54
C 1.61 3.83 2.06
H -2.51 -2.68 -5.60
C 3.47 -1.34 -2.84
C -1.25 -1.61 0.48
C 0.13 1.75 -3.42
H -4.89 0.21 2.24
H 2.18 4.37 1.31
O -0.16 -2.36 0.68
H 0.25 4.44 -3.68

Results of the Mulliken charge analysis, in e, for atoms 1 through 6: atom 1 (H): -0.081, atom 2 (H): 0.461, atom 3 (O): -0.282, atom 4 (H): 0.206, atom 5 (H): 0.327, atom 6 (C): 0.000

No. 4
C18H15Cl2N3O2SSeY as an isolated structure, computed with ωB97M-V/def2-TZVPD.

Its total charge is +1. The total energy is -4767.92946 Eh. The spin multiplicity is 1. The value obtained for the relative energy (zero: lowest compared OMol25 entry of this formula, charge and spin) is 0.0 kcal per mole. The value obtained for the frontier orbital gap is 7.430 eV. The lowest unoccupied orbital energy comes out at -3.5 eV. Its highest occupied orbital energy is -10.9216 eV.

Cartesian coordinates (Å):
Cl 0.20 -1.49 4.87
H -2.09 -1.17 5.34
H -1.67 -2.91 5.05
Se 4.76 -2.67 4.03
C 0.37 1.74 1.52
C 3.34 -2.56 3.01
H -1.81 1.65 -1.09
H 1.66 -2.16 -4.24
H -2.79 -0.67 -2.68
H -0.87 -1.64 -6.90
C 2.00 2.73 3.51
C 1.89 1.36 3.23
C -0.42 1.21 0.46
C -0.44 3.97 0.97
H 2.47 0.64 3.80
C 0.69 -1.82 -3.90
C -0.82 -1.34 -2.11
O -0.64 -2.46 0.25
N -0.23 -0.18 0.30
H -1.85 4.07 -0.61
C -1.81 -0.98 -3.02
H 0.49 -0.56 -6.62
Y 0.52 -1.44 1.95
C -1.54 -1.88 4.73
C 1.23 3.60 2.78
C -1.22 3.43 -0.01
C -1.53 -1.04 -4.38
H -0.44 5.04 1.16
N 1.10 0.88 2.29
H 0.73 -2.30 -6.54
N 2.36 -2.46 2.35
H 1.27 4.67 2.98
C 0.38 3.13 1.76
H -2.30 -0.78 -5.09
H 1.20 -2.06 -1.84
S -1.18 -1.22 -0.41
C -1.20 2.04 -0.28
C 0.03 -1.50 -6.30
C 0.43 -1.76 -2.55
C -0.28 -1.46 -4.84
H 2.67 3.07 4.29
O -2.58 -0.97 -0.27
Cl -2.10 -1.74 3.05

Results of the natural (NBO) charge analysis, in e, for atoms 1 through 6: atom 1 (Cl): 0.058, atom 2 (H): 0.255, atom 3 (H): 0.255, atom 4 (Se): -0.022, atom 5 (C): 0.209, atom 6 (C): 0.188

No. 5
C28H17Cl2N7O2PdS as an isolated structure, computed with ωB97M-V/def2-TZVPD.

Its total charge is +2. The total energy is -3056.87741 Eh. The spin multiplicity is 1. The value obtained for the relative energy (zero: lowest compared OMol25 entry of this formula, charge and spin) is 57.0 kcal per mole. The value obtained for the frontier orbital gap is 4.608 eV. The lowest unoccupied orbital energy comes out at -8.6 eV. Its highest occupied orbital energy is -13.1667 eV.

Cartesian coordinates (Å):
N -0.63 -1.15 -2.22
C -0.43 -2.78 4.28
C -0.56 4.08 -0.59
H -0.63 -4.65 3.18
H -0.46 -3.23 5.26
C 0.57 1.90 0.09
H -3.11 3.09 -0.70
H 0.00 3.55 1.39
C -1.37 -3.91 -4.46
C 4.61 1.83 2.18
C -0.43 3.07 0.51
O -0.75 -5.00 0.69
C -0.29 -0.86 2.84
H -3.33 0.77 3.16
H -0.56 5.12 -0.28
C 4.12 2.93 0.00
O -0.82 0.19 -4.10
C -0.91 -3.42 -1.72
C 3.36 1.37 2.36
H 1.65 3.07 -1.45
C -0.64 0.12 -2.92
C -0.49 -2.96 1.90
C -3.03 1.34 2.29
C -1.36 -5.00 -3.46
Cl -1.66 -4.30 -6.08
C -1.14 -2.63 -4.11
S -4.16 1.76 1.08
H 3.07 0.80 3.24
C -0.68 2.48 -2.50
C -0.52 -3.57 3.13
C -2.92 2.57 0.23
C -0.33 -1.42 4.12
C -1.75 2.47 0.91
H 5.38 1.65 2.92
C 4.98 2.61 1.00
N 1.74 2.54 -0.59
N -1.82 1.76 2.09
C -0.66 -3.81 0.68
Pd -0.39 -1.08 -0.29
C -0.44 1.26 -1.97
H -0.28 -0.75 4.97
C 2.39 1.66 1.34
H 4.42 3.50 -0.86
N -0.72 -3.00 -0.50
N 0.00 0.88 -0.71
N 1.15 1.33 1.28
N -0.36 -1.62 1.75
Cl -1.65 -6.58 -3.98
H -0.22 0.20 2.69
H -0.91 2.46 -3.56
C -1.14 -4.76 -2.14
H -1.14 -1.84 -4.85
C 2.80 2.44 0.15
C -0.89 -2.32 -2.74
H 6.00 2.95 0.94
H -1.15 -5.57 -1.43
C -0.68 3.79 -1.89
H -0.81 4.62 -2.58

Results of the natural (NBO) charge analysis, in e, for atoms 1 through 6: atom 1 (N): -0.464, atom 2 (C): -0.123, atom 3 (C): -0.170, atom 4 (H): 0.267, atom 5 (H): 0.252, atom 6 (C): 0.491